DFT (the ωB97M-V functional and the def2-TZVPD basis) results for a single C3H5ClN2S molecule at a distorted geometry.

```
12
Properties=species:S:1:pos:R:3:forces:R:3:mulliken_charge:R:1
Cl -3.378 -0.698 -0.106 0.772 0.532 -0.439 -0.215
S 2.469 -0.829 -0.609 -0.080 -0.159 0.382 -0.098
N 1.469 -1.322 0.755 -1.854 2.696 -3.357 -0.389
N -0.777 -0.148 0.026 0.863 -0.317 1.125 -0.274
C 1.505 0.165 0.578 0.535 -4.084 -0.397 -0.128
C 0.228 0.600 0.021 -0.258 1.051 0.645 -0.232
C -1.910 0.277 -0.628 -1.452 0.291 -3.102 -0.358
H 2.210 0.679 1.177 -0.076 1.052 0.708 0.462
H 0.188 1.608 -0.361 0.050 0.537 -0.340 0.373
H 1.889 -1.755 1.488 2.217 -0.838 2.655 0.237
H -1.646 0.074 -1.745 -1.246 0.053 1.663 0.328
H -2.245 1.349 -0.597 0.528 -0.814 0.455 0.295
```
Positions in Å, forces in eV/Å.

## Properties
Charge   0
Spin multiplicity   1
SMILES string   ClC/N=C/[C@H]1NS1
HOMO energy   -8.69 eV
LUMO energy   0.2 eV

DFT (the ωB97M-V functional and the def2-TZVPD basis) results for a molecular structure, C3H5ClNO at a distorted geometry.

```
11
Properties=species:S:1:pos:R:3:forces:R:3:mulliken_charge:R:1
Cl 3.602 -0.017 -0.892 -0.243 -0.049 0.075 -0.699
O -0.563 1.947 -0.334 0.369 -0.769 0.491 -0.542
N -0.218 0.799 -0.081 -3.212 -1.641 -2.732 0.603
C -1.908 -1.119 -0.251 -3.251 -0.483 1.908 -0.446
C 0.947 0.510 0.517 2.860 -1.272 2.442 -0.586
C -1.017 -0.480 -0.956 2.119 2.267 0.015 -0.473
H 1.256 1.396 1.159 -0.004 -1.230 -0.872 0.332
H 1.942 0.185 -0.262 -0.591 0.818 0.398 0.129
H 0.957 -0.528 1.057 -0.450 1.973 -0.881 0.247
H -2.671 -1.792 -0.737 1.408 0.353 0.025 0.223
H -2.325 -0.902 0.781 0.993 0.031 -0.869 0.212
```
Positions in Å, forces in eV/Å.

## Properties
Charge   -1
Spin multiplicity   1
HOMO energy (alpha / beta)   -4.50 / -4.49 eV
LUMO energy (alpha / beta)   3.2 / 3.2 eV

DFT (the ωB97M-V functional and the def2-TZVPD basis) results for 2 unconnected molecules or ions with the total composition C3H5ClNOP at a distorted geometry.

```
12
Properties=species:S:1:pos:R:3:forces:R:3:mulliken_charge:R:1
Cl 2.652 -2.090 -0.246 -1.343 2.027 -0.325 -0.452
P 1.221 0.409 -0.742 0.710 -1.864 0.594 0.213
O 0.214 0.665 0.459 0.789 0.879 0.801 -0.170
N 3.599 1.671 0.387 -0.408 0.013 -0.089 -0.284
C -1.046 0.067 0.705 -2.382 -0.753 1.302 -0.090
C -1.548 -0.448 -0.649 -1.354 0.564 2.827 -1.196
C 2.606 1.202 0.032 0.635 0.106 0.104 0.379
H -0.852 -1.186 -0.855 0.769 -2.097 -1.332 0.396
H -2.604 -0.781 -0.460 1.089 0.114 -0.958 0.348
H -0.892 -0.652 1.623 -0.261 0.931 -2.186 0.262
H -1.411 0.410 -1.289 -0.633 0.031 -0.613 0.346
H -1.939 0.733 1.036 2.388 0.048 -0.126 0.247
```
Positions in Å, forces in eV/Å.

## Properties
Charge   0
Spin multiplicity   1
HOMO energy (alpha / beta)   -9.90 / -9.90 eV
LUMO energy (alpha / beta)   -2.4 / -2.4 eV

DFT (the ωB97M-V functional and the def2-TZVPD basis) results for 2 unconnected molecules or ions with the total composition C3H5ClNP at a distorted geometry.

```
11
Properties=species:S:1:pos:R:3:forces:R:3:mulliken_charge:R:1
Cl 4.104 -0.286 -0.234 0.338 -0.048 -0.479 -0.135
P 3.014 1.360 0.062 1.655 1.042 2.561 0.127
N 2.199 -2.233 0.262 2.280 -2.697 -0.843 -0.443
C 0.393 -0.634 0.889 -1.766 0.684 -1.856 -0.617
C -0.775 -0.285 -0.093 1.509 -0.295 1.622 -0.814
C 1.329 -1.562 0.545 -1.655 1.534 0.770 0.546
H 2.038 1.238 -0.810 -1.832 -0.705 -2.197 0.020
H -0.861 0.808 -0.090 -0.375 -0.237 0.052 0.283
H -1.697 -0.767 0.372 0.918 0.545 -1.311 0.302
H -0.407 -0.573 -1.097 -1.017 -0.255 0.500 0.292
H 0.382 -0.279 1.876 -0.055 0.431 1.182 0.438
```
Positions in Å, forces in eV/Å.

## Properties
Charge   0
Spin multiplicity   1
HOMO energy (alpha / beta)   -9.01 / -8.49 eV
LUMO energy (alpha / beta)   -1.2 / -1.0 eV

DFT (the ωB97M-V functional and the def2-TZVPD basis) results for a single C3H5ClO molecule at a distorted geometry.

```
10
Properties=species:S:1:pos:R:3:forces:R:3:mulliken_charge:R:1
Cl 1.571 3.123 1.404 0.083 1.030 0.584 -0.146
O 2.044 1.866 -0.807 -1.178 0.671 1.092 -0.408
C 0.073 0.713 0.621 6.363 -1.013 -0.620 -0.562
C 1.326 2.007 0.140 -1.094 -4.470 -0.363 0.476
C 0.134 -0.382 -0.447 4.412 3.251 -0.604 -1.076
H 0.470 0.198 1.579 -0.603 1.534 -1.225 0.262
H -0.121 -0.019 -1.425 0.171 0.465 -0.592 0.298
H -0.779 1.219 0.765 -3.225 1.659 0.495 0.455
H -0.548 -1.074 -0.273 -2.839 -3.610 1.210 0.457
H 1.223 -0.790 -0.486 -2.090 0.483 0.023 0.243
```
Positions in Å, forces in eV/Å.

## Properties
Charge   0
Spin multiplicity   1
SMILES string   CCC(=O)Cl
HOMO energy   -10.11 eV
LUMO energy   0.6 eV

DFT (the ωB97M-V functional and the def2-TZVPD basis) results for a single C3H5ClO molecule at a distorted geometry.

```
10
Properties=species:S:1:pos:R:3:forces:R:3:mulliken_charge:R:1
Cl 0.965 -0.496 -2.270 0.430 0.042 -0.473 -0.183
O -1.474 -0.856 -1.287 3.711 1.121 0.934 -0.552
C 0.174 0.825 0.049 -0.985 2.424 2.075 -0.578
C 0.601 -0.559 0.517 -0.071 -2.285 0.257 -0.416
C 0.015 -0.305 -0.875 -3.764 -1.513 0.513 0.589
H -0.755 1.308 0.651 2.034 -1.483 -1.713 0.181
H 0.920 1.641 -0.102 -0.532 -0.981 -0.270 0.240
H 1.676 -1.026 0.582 -2.103 1.553 -0.232 0.238
H -0.112 -1.068 1.263 1.162 0.885 -1.327 0.183
H -2.107 -0.448 -0.689 0.117 0.237 0.236 0.297
```
Positions in Å, forces in eV/Å.

## Properties
Charge   0
Spin multiplicity   1
SMILES string   OC1(Cl)CC1
HOMO energy   -10.06 eV
LUMO energy   0.9 eV

DFT (the ωB97M-V functional and the def2-TZVPD basis) results for a single C3H5ClO2S molecule at a distorted geometry.

```
12
Properties=species:S:1:pos:R:3:forces:R:3:mulliken_charge:R:1
Cl -2.085 1.548 0.211 0.534 -1.582 -0.195 -0.246
S -1.476 -0.545 -0.205 0.627 -0.634 -2.362 0.944
O -1.259 -0.638 -1.670 -0.397 0.738 3.250 -0.501
O -2.472 -1.352 0.409 -0.624 0.127 0.145 -0.512
C 0.047 -1.013 0.702 0.430 2.465 -1.331 -0.399
C 1.174 -0.297 0.460 -1.845 -0.648 0.379 0.115
C 1.100 0.975 -0.362 2.146 -1.577 -0.475 -1.345
H 0.396 1.608 0.042 -1.207 1.646 1.225 0.359
H 2.038 -0.712 0.956 0.484 0.426 -0.081 0.365
H 0.686 0.737 -1.305 -0.470 -0.506 -1.180 0.435
H 2.014 1.510 -0.619 0.209 -0.272 0.649 0.337
H -0.161 -1.821 1.381 0.113 -0.183 -0.025 0.447
```
Positions in Å, forces in eV/Å.

## Properties
Charge   0
Spin multiplicity   1
SMILES string   C/C=C\S(=O)(=O)Cl
HOMO energy   -11.04 eV
LUMO energy   -1.0 eV

DFT (the ωB97M-V functional and the def2-TZVPD basis) results for a single C3H5ClS molecule at a distorted geometry.

```
10
Properties=species:S:1:pos:R:3:forces:R:3:mulliken_charge:R:1
Cl -2.236 -0.183 0.555 0.681 0.121 -0.361 -0.211
S 1.243 2.012 0.822 0.958 1.727 -0.212 -0.210
C 0.179 -0.844 -0.640 2.598 -0.528 -2.388 -1.254
C -0.577 0.224 -0.110 -1.828 1.111 2.857 0.332
C 0.258 0.809 0.948 -0.421 -2.252 2.405 -0.358
H 0.304 0.122 1.829 -0.140 0.710 -0.283 0.269
H -0.194 -1.188 -1.551 -0.952 -0.890 -1.407 0.350
H 1.077 -0.295 -0.949 0.272 -0.255 -0.290 0.368
H -0.640 0.989 -0.797 -1.028 1.399 -1.896 0.329
H 0.586 -1.645 -0.106 -0.141 -1.142 1.576 0.386
```
Positions in Å, forces in eV/Å.

## Properties
Charge   0
Spin multiplicity   1
SMILES string   C[C@@H](Cl)C=S
HOMO energy   -9.12 eV
LUMO energy   -0.4 eV

ΔE to the lowest compared entry with this formula, charge and spin, record by record: 205.8; 214.3; 263.2; 306.0; 115.1; 214.7; 148.8; 60.0 kJ/mol